No. 1
A molecular structure, C40H45CaF6N5O5S4 at a distorted geometry. Source: OMol25; level of theory: ωB97M-V/def2-TZVPD.

Output
HOMO in eV: -7.34
LUMO in eV: -0.6655
Kohn-Sham gap in eV: 6.67

```
106
C40H45CaF6N5O5S4 (ωB97M-V/def2-TZVPD)
Ca -2.243 0.605 0.308
C -5.447 0.427 -3.702
C -5.329 -1.073 -3.419
S -4.221 -1.639 -2.095
C -2.871 -2.436 -3.019
C -1.474 -1.894 -2.698
S -1.301 -0.108 -2.639
C -1.473 0.343 -4.375
C -2.884 0.372 -4.968
S -3.952 1.408 -3.946
H -5.925 0.934 -2.862
H -6.108 0.537 -4.566
H -5.049 -1.619 -4.320
H -6.325 -1.428 -3.152
H -3.095 -2.342 -4.079
H -2.889 -3.501 -2.787
H -0.738 -2.313 -3.388
H -1.209 -2.203 -1.690
H -0.821 -0.325 -4.944
H -1.033 1.340 -4.434
H -3.303 -0.627 -5.051
H -2.825 0.785 -5.976
C -3.439 4.878 3.157
C -4.225 5.139 1.881
N -4.670 3.893 1.249
C -5.880 3.308 1.822
C -7.136 3.738 1.079
C -3.951 3.296 0.294
S -4.524 1.816 -0.417
N -2.865 3.988 -0.129
C -1.669 3.508 -0.379
O -1.229 2.357 -0.068
C -0.676 4.451 -0.987
C 0.653 4.053 -1.093
C 1.591 4.909 -1.654
C 1.201 6.159 -2.117
C -0.128 6.553 -2.020
C -1.065 5.702 -1.454
H -3.102 5.820 3.593
H -2.565 4.263 2.942
H -4.037 4.355 3.905
H -3.606 5.676 1.169
H -5.116 5.739 2.079
H -5.919 3.632 2.863
H -5.783 2.227 1.814
H -7.301 4.814 1.165
H -8.010 3.226 1.486
H -7.050 3.483 0.022
H 0.927 3.068 -0.739
H 2.625 4.596 -1.736
H 1.932 6.826 -2.557
H -0.435 7.523 -2.390
H -2.104 5.992 -1.370
C 2.870 -2.229 5.243
C 1.659 -3.068 4.866
N 0.959 -2.563 3.683
C -0.057 -1.679 3.856
C -0.795 -1.115 2.859
C -1.767 0.008 3.290
O -1.696 0.363 4.459
O -2.528 0.472 2.373
C -0.554 -1.583 1.528
O -1.232 -1.300 0.519
C 0.585 -2.464 1.332
C 0.897 -2.878 0.032
C 1.946 -3.705 -0.184
F 2.189 -4.197 -1.411
C 2.860 -4.000 0.840
C 2.541 -3.623 2.136
C 1.353 -2.911 2.399
N 4.093 -4.572 0.510
C 4.927 -5.202 1.491
C 6.015 -4.186 1.948
N 6.049 -3.070 0.934
C 6.140 -3.638 -0.454
C 4.765 -4.259 -0.750
H 3.350 -2.634 6.136
H 2.570 -1.202 5.455
H 3.605 -2.197 4.436
H 0.938 -3.070 5.681
H 1.925 -4.110 4.685
H -0.251 -1.352 4.871
H 0.300 -2.539 -0.799
H 3.216 -3.867 2.944
H 5.396 -6.094 1.072
H 4.340 -5.514 2.350
H 7.013 -4.618 1.973
H 5.798 -3.733 2.914
H 6.805 -2.417 1.124
H 5.165 -2.547 0.989
H 6.956 -4.358 -0.443
H 6.378 -2.830 -1.144
H 4.887 -5.141 -1.381
H 4.187 -3.535 -1.304
F 6.088 -0.604 -1.602
C 4.961 -0.558 -2.504
C 3.983 0.489 -2.189
F 3.341 1.229 -3.131
C 3.708 0.842 -0.780
F 4.420 1.744 -0.073
C 2.411 0.296 -0.268
O 1.286 0.443 0.089
C 3.503 -0.692 -0.458
F 4.037 -1.420 0.609
C 3.735 -1.020 -1.872
F 2.801 -1.824 -2.485
```


No. 2
A molecular structure, C40H45CsN9O3S5Si at a distorted geometry. Source: OMol25; level of theory: ωB97M-V/def2-TZVPD.

Output
Net charge: -1
HOMO in eV: -4.16
LUMO in eV: 1.1717
Kohn-Sham gap in eV: 5.33

```
104
C40H45CsN9O3S5Si (ωB97M-V/def2-TZVPD)
Cs 0.716 0.284 -0.023
C 2.189 -4.102 1.403
C 3.437 -3.255 1.559
S 3.138 -1.498 1.154
C 4.536 -1.095 0.070
C 4.648 -1.864 -1.234
S 3.082 -1.922 -2.168
C 2.942 -3.713 -2.532
C 2.803 -4.633 -1.333
S 1.416 -4.118 -0.246
H 1.392 -3.702 2.030
H 2.399 -5.136 1.691
H 4.249 -3.602 0.924
H 3.767 -3.312 2.599
H 5.462 -1.187 0.644
H 4.360 -0.046 -0.166
H 4.980 -2.890 -1.078
H 5.362 -1.341 -1.870
H 3.808 -4.004 -3.132
H 2.043 -3.765 -3.147
H 3.709 -4.649 -0.735
H 2.610 -5.653 -1.678
S -6.281 -4.720 -4.234
N -6.026 -4.214 -2.704
C -4.850 -3.601 -2.658
C -4.253 -2.998 -1.507
C -4.855 -2.998 -0.243
C -4.214 -2.366 0.798
C -2.990 -1.736 0.540
N -2.403 -1.744 -0.630
C -2.994 -2.367 -1.649
C -2.298 -2.389 -2.921
N -1.077 -1.855 -2.972
C -0.415 -1.873 -4.103
C -0.925 -2.410 -5.291
C -2.184 -2.970 -5.267
C -2.897 -2.980 -4.062
C -4.189 -3.576 -3.924
N -4.890 -4.167 -4.884
H -5.807 -3.496 -0.117
H -4.639 -2.347 1.791
H -2.463 -1.218 1.327
H 0.577 -1.441 -4.069
H -0.340 -2.389 -6.202
H -2.634 -3.408 -6.147
C -0.938 -3.106 5.571
Si -1.339 -1.286 5.953
C -3.128 -1.235 6.649
C -0.196 -0.780 7.406
C -1.261 0.055 4.624
C -1.667 1.335 4.952
C -1.693 2.345 3.998
C -1.319 2.013 2.709
N -0.908 0.810 2.356
C -0.846 -0.155 3.286
S -0.242 -1.664 2.785
H -1.175 -3.730 6.431
H 0.114 -3.230 5.339
H -1.495 -3.474 4.717
H -3.225 -1.892 7.508
H -3.860 -1.544 5.910
H -3.398 -0.234 6.970
H -0.344 -1.447 8.250
H -0.400 0.231 7.746
H 0.852 -0.825 7.127
H -1.973 1.552 5.969
H -2.010 3.347 4.252
H -1.344 2.752 1.916
N -2.655 6.012 -0.897
C -2.647 5.010 -1.455
C -2.681 3.793 -2.171
C -3.362 3.711 -3.388
C -3.381 2.496 -4.048
C -2.722 1.417 -3.470
N -2.071 1.495 -2.324
C -2.040 2.646 -1.684
H -3.860 4.583 -3.795
H -3.894 2.387 -4.993
H -2.716 0.444 -3.948
H -1.477 2.676 -0.761
C 3.878 4.085 1.311
C 2.941 5.034 0.573
C 2.516 4.519 -0.817
C 1.513 5.511 -1.432
C 1.072 5.092 -2.830
C 3.748 4.511 -1.699
O 4.355 5.523 -1.995
N 4.137 3.293 -2.140
C 3.589 2.045 -1.732
O 4.215 1.052 -2.073
N 2.462 2.033 -1.044
C 1.839 3.148 -0.660
O 0.727 3.101 -0.138
H 4.187 4.536 2.255
H 4.770 3.879 0.719
H 3.383 3.138 1.527
H 3.442 5.996 0.427
H 2.040 5.190 1.167
H 1.994 6.491 -1.481
H 0.642 5.571 -0.776
H 1.917 5.105 -3.517
H 0.313 5.780 -3.201
H 0.654 4.087 -2.814
H 4.967 3.234 -2.721
```


No. 3
A molecular structure, C40H45F3IN7PS2Ti. Source: OMol25; level of theory: ωB97M-V/def2-TZVPD.

Output
Net charge: +3
HOMO in eV: -14.93
LUMO in eV: -9.7188
Kohn-Sham gap in eV: 5.22

```
100
C40H45F3IN7PS2Ti (ωB97M-V/def2-TZVPD)
Ti 0.205 -0.031 -0.222
F 2.861 -3.323 4.552
C 2.017 -2.986 3.588
F 1.912 -4.020 2.729
F 0.803 -2.789 4.127
C 2.484 -1.755 2.846
C 3.721 -1.183 3.078
C 4.120 -0.096 2.303
C 3.272 0.382 1.330
N 2.050 -0.151 1.121
C 1.677 -1.195 1.862
S 0.108 -1.754 1.338
H 4.372 -1.587 3.843
H 5.090 0.360 2.440
H 3.590 1.169 0.661
C 0.149 0.754 3.557
N -0.499 1.301 2.352
C -0.382 2.766 2.460
C -1.927 0.947 2.390
C -2.575 1.038 1.032
N -2.157 -0.060 0.095
C -2.968 0.122 -1.142
C -2.729 -1.324 0.660
H -0.309 1.172 4.460
H 1.206 1.020 3.562
H 0.034 -0.326 3.599
H 0.667 3.051 2.478
H -0.884 3.274 1.640
H -0.837 3.109 3.395
H -2.460 1.613 3.079
H -2.027 -0.055 2.802
H -2.362 2.001 0.573
H -3.662 0.975 1.138
H -4.028 0.067 -0.887
H -2.744 -0.670 -1.851
H -2.789 1.086 -1.606
H -3.809 -1.199 0.758
H -2.326 -1.564 1.634
H -2.531 -2.146 -0.014
I -0.368 0.637 -3.202
C -1.709 -0.609 -4.201
C -2.643 0.053 -4.949
C -3.438 -0.657 -5.867
C -3.196 -1.985 -6.055
C -2.220 -2.676 -5.292
C -1.956 -4.032 -5.587
C -1.002 -4.723 -4.899
C -0.372 -4.104 -3.812
C -0.609 -2.790 -3.451
P 0.024 -2.490 -1.738
C 1.803 -2.870 -1.864
C 2.594 -3.111 -0.734
C 3.967 -3.270 -0.857
C 4.576 -3.179 -2.103
C 3.802 -2.937 -3.229
C 2.427 -2.786 -3.114
C -0.846 -3.863 -0.908
C -2.200 -4.045 -1.214
C -2.922 -5.068 -0.626
C -2.299 -5.937 0.263
C -0.955 -5.775 0.559
C -0.231 -4.739 -0.016
C -1.485 -2.008 -4.267
H -2.752 1.127 -4.873
H -4.182 -0.133 -6.450
H -3.740 -2.540 -6.808
H -2.513 -4.503 -6.387
H -0.770 -5.750 -5.141
H 0.288 -4.713 -3.206
H 2.150 -3.190 0.247
H 4.561 -3.486 0.022
H 5.645 -3.314 -2.197
H 4.265 -2.883 -4.205
H 1.840 -2.612 -4.007
H -2.695 -3.402 -1.934
H -3.966 -5.201 -0.876
H -2.860 -6.746 0.712
H -0.459 -6.459 1.234
H 0.819 -4.654 0.223
N 2.864 1.128 -1.752
N 2.070 -0.044 -1.507
H 2.312 1.795 -2.283
H 3.653 0.860 -2.335
H 2.676 -0.688 -1.003
H 1.860 -0.524 -2.380
N 1.398 7.175 -0.039
C 0.756 6.464 -0.975
S 0.243 7.049 -2.413
C 0.595 5.004 -0.695
C 1.549 4.249 -0.024
C 1.384 2.882 0.098
N 0.347 2.198 -0.411
C -0.606 2.958 -1.010
C -0.525 4.316 -1.168
H 1.544 8.160 -0.200
H 1.556 6.829 0.892
H 2.449 4.696 0.377
H 2.117 2.316 0.640
H -1.465 2.444 -1.403
H -1.306 4.855 -1.687
```


No. 4
A molecular structure, C40H45IIrN3O3P at a distorted geometry. Source: OMol25; level of theory: ωB97M-V/def2-TZVPD.

Output
Net charge: +1
⟨S²⟩: 6.043
HOMO (alpha / beta) in eV: -11.40 / -11.62
LUMO (alpha / beta) in eV: -2.6772 / -5.3819
Spin multiplicity: 5
Kohn-Sham gap (alpha / beta) in eV: 8.73 / 6.24

```
94
C40H45IIrN3O3P (ωB97M-V/def2-TZVPD)
Ir 0.348 1.068 1.524
O -0.574 -1.917 4.179
C -0.428 -0.752 4.436
N -0.212 0.270 3.534
C -0.065 1.457 4.162
O 0.150 2.476 3.492
C -0.183 1.266 5.615
C -0.077 2.122 6.693
C -0.201 1.567 7.965
C -0.459 0.215 8.136
C -0.585 -0.645 7.046
C -0.422 -0.102 5.793
H 0.097 3.177 6.555
H -0.097 2.203 8.832
H -0.565 -0.181 9.134
H -0.804 -1.693 7.177
O -1.163 -0.173 0.204
P -1.315 -0.904 -1.101
C -3.145 -0.998 -1.407
C -3.760 0.406 -1.479
C -4.110 0.794 -2.912
C -5.164 -0.152 -3.500
C -5.022 -1.568 -2.929
C -3.555 -1.846 -2.610
C -0.584 -2.612 -1.054
C 0.807 -2.536 -0.411
C 1.177 -3.876 0.219
C 0.268 -4.172 1.414
C -1.133 -3.599 1.193
C -1.484 -3.593 -0.288
C -0.503 0.085 -2.452
C 0.828 0.659 -1.963
C 1.524 1.348 -3.133
C 1.981 0.299 -4.158
C 1.131 -0.973 -4.080
C -0.330 -0.637 -3.799
H -3.499 -1.475 -0.484
H -3.066 1.135 -1.052
H -4.669 0.432 -0.875
H -3.208 0.766 -3.526
H -4.483 1.819 -2.928
H -5.053 -0.179 -4.585
H -6.161 0.227 -3.283
H -5.394 -2.300 -3.647
H -5.614 -1.675 -2.018
H -2.967 -1.583 -3.488
H -3.398 -2.906 -2.407
H -0.494 -2.950 -2.090
H 0.818 -1.767 0.372
H 1.557 -2.268 -1.157
H 2.222 -3.861 0.533
H 1.077 -4.657 -0.539
H 0.688 -3.736 2.320
H 0.216 -5.251 1.565
H -1.174 -2.576 1.570
H -1.867 -4.182 1.750
H -2.536 -3.343 -0.416
H -1.343 -4.598 -0.693
H -1.193 0.930 -2.582
H 1.478 -0.124 -1.572
H 0.646 1.365 -1.142
H 2.378 1.925 -2.776
H 0.825 2.050 -3.595
H 3.025 0.035 -3.986
H 1.916 0.722 -5.160
H 1.511 -1.632 -3.298
H 1.204 -1.525 -5.017
H -0.918 -1.556 -3.829
H -0.695 0.005 -4.604
N 9.876 0.757 -1.321
C 8.801 0.798 -0.928
C 7.467 0.833 -0.460
C 6.414 0.722 -1.375
C 5.117 0.750 -0.924
C 4.848 0.854 0.451
C 5.908 0.976 1.361
C 7.208 0.980 0.907
C 3.509 0.849 0.865
C 2.310 0.862 1.121
H 6.630 0.622 -2.428
H 4.292 0.685 -1.616
H 5.690 1.078 2.413
H 8.034 1.100 1.592
I -5.083 3.546 0.541
C -2.999 3.794 0.420
C -2.436 4.959 -0.080
C -1.054 5.032 -0.166
C -0.294 3.946 0.239
N -0.850 2.837 0.719
C -2.168 2.758 0.824
H -3.053 5.788 -0.394
H -0.575 5.914 -0.558
H 0.784 3.967 0.182
H -2.578 1.842 1.228
```


What did we get for M? Answer: 958.2 1021.2 950.7 965.9 g/mol, in the order shown.